Record 1
Below is a gas-phase ion, CH2N3O2 (charge +1), with properties calculated with ωB97M-V with the def2-TZVPD basis set.

XYZ file:
```
8
Properties=species:S:1:pos:R:3:mulliken_charge:R:1
H 0.2941 0.2788 2.0667 0.344
H 1.6408 -1.5938 0.3452 0.365
N 0.5637 0.3931 1.0283 -0.264
N 1.1523 -0.6069 0.0462 -0.334
O -1.2852 1.2740 -1.9733 -0.272
C -0.1521 -0.1217 0.0645 0.735
O -1.4537 -0.2839 -0.4042 -0.167
N -0.7600 0.6604 -1.1734 0.592
```

Values from the calculation:
- structure (SMILES) = O=[N+]1OC12NN2
- frontier orbital gap (hartree) = 0.3314
- spin multiplicity = 1
- M (Da) = 88.05
- net charge = +1

Record 2
Below is CH2N4 in the gas phase, with properties calculated with ωB97M-V with the def2-TZVPD basis set.

XYZ file:
```
7
Properties=species:S:1:pos:R:3:mulliken_charge:R:1
N -1.0539 -1.1832 -0.0326 -0.216
N 0.3044 -1.3374 0.0204 -0.289
N -0.2483 0.7145 -0.0245 0.149
N -1.3525 0.0647 0.0088 -0.292
C 0.7967 -0.1511 -0.0262 -0.010
H -0.2569 1.7319 0.0638 0.241
H 1.8105 0.1606 -0.0096 0.417
```

Values from the calculation:
- structure (SMILES) = c1nnn[nH]1
- frontier orbital gap (hartree) = 0.4291
- spin multiplicity = 1
- M (Da) = 70.05